(1)
# C29H31CaN5S2Se

A structure of composition C29H31CaN5S2Se (ωB97M-V with the def2-TZVPD basis set, the Open Molecules 2025 dataset).

Summary:
* E_tot: -5273.0771 Eh
* F_max: 0.99 eV/A
* E_LUMO: 4.4158 eV
* net charge: -2
* orbital gap: 6.306 eV
* energy above the lowest of the compared OMol25 structures with the same formula, charge and spin: 13.6 kcal per mole

Element x y z (Å)
Ca (0.0377, 0.1616, 0.2738)
C (-2.4366, 1.4346, -1.6011)
N (-1.0047, 1.1520, -1.7986)
C (-0.2770, 2.3978, -2.0611)
C (-0.8964, 0.1418, -2.8526)
C (-1.1528, 0.4941, -4.1656)
C (-1.2910, -0.4593, -5.1681)
C (-1.2328, -1.7972, -4.8041)
C (-0.9414, -2.1666, -3.5020)
C (-0.6658, -1.2179, -2.4920)
N (-0.3067, -1.5116, -1.2025)
C (0.3436, -2.6653, -0.8247)
C (1.0537, -3.5152, -1.6956)
C (1.6630, -4.6748, -1.2535)
C (1.6221, -5.0313, 0.0876)
C (1.0155, -4.1558, 0.9784)
C (0.4068, -2.9823, 0.5644)
N (-0.1125, -2.0223, 1.5273)
C (0.7953, -1.7701, 2.6532)
C (-1.4520, -2.3780, 1.9905)
H (-2.8707, 1.8602, -2.5164)
H (-2.5664, 2.1266, -0.7713)
H (-2.9596, 0.5108, -1.3565)
H (-0.7148, 2.9714, -2.8889)
H (0.7649, 2.1713, -2.2892)
H (-0.3072, 3.0166, -1.1626)
H (-1.2712, 1.5439, -4.4082)
H (-1.4757, -0.1620, -6.1928)
H (-1.4172, -2.5699, -5.5433)
H (-0.9162, -3.2157, -3.2425)
H (1.1748, -3.2137, -2.7256)
H (2.2082, -5.2885, -1.9628)
H (2.0892, -5.9415, 0.4420)
H (1.0275, -4.3850, 2.0390)
H (0.8169, -2.6036, 3.3690)
H (0.4704, -0.8704, 3.1813)
H (1.8036, -1.6085, 2.2684)
H (-1.4288, -3.2923, 2.6026)
H (-2.0944, -2.5464, 1.1262)
H (-1.8624, -1.5553, 2.5762)
S (-2.1215, 1.1878, 1.8084)
C (-1.0548, 2.5450, 2.0335)
S (0.6613, 2.3623, 1.8475)
C (-1.5746, 3.7974, 2.3695)
C (-2.9814, 4.0260, 2.4866)
N (-4.1070, 4.2688, 2.5808)
C (-0.7529, 4.9474, 2.5778)
N (-0.1514, 5.9173, 2.7552)
C (8.0114, -0.6352, 2.8021)
C (6.7470, -0.5570, 1.9863)
C (6.0596, 0.6382, 1.8294)
C (4.9130, 0.7373, 1.0446)
C (4.2182, 2.0634, 0.9349)
C (4.4250, -0.3957, 0.3645)
Se (2.9472, -0.2633, -0.8392)
C (5.0886, -1.6230, 0.5588)
C (4.5905, -2.8902, -0.0802)
C (6.2316, -1.6785, 1.3513)
H (8.1986, 0.3059, 3.3222)
H (8.8826, -0.8441, 2.1740)
H (7.9584, -1.4283, 3.5530)
H (6.4223, 1.5294, 2.3352)
H (4.6950, 2.8055, 1.5783)
H (3.1669, 1.9800, 1.2093)
H (4.2235, 2.4210, -0.0974)
H (3.5079, -2.8702, -0.1910)
H (4.8800, -3.7602, 0.5153)
H (4.9992, -3.0113, -1.0887)
H (6.7292, -2.6379, 1.4791)

Mulliken population analysis, charges in e, atoms 1 to 8: number 1, Ca, carries 0.747; number 2, C, carries -1.259; number 3, N, carries 1.146; number 4, C, carries -1.078; number 5, C, carries 0.232; number 6, C, carries -0.232; number 7, C, carries -0.978; number 8, C, carries -0.586

(2)
# C29H31FIrN4Se

A structure of composition C29H31FIrN4Se (ωB97M-V with the def2-TZVPD basis set, the Open Molecules 2025 dataset).

Summary:
* <S²>: 0.7911
* E_tot: -3948.1368 Eh
* F_max: 0.47 eV/A
* E_LUMO (spin up / spin down): -1.6222 / -1.6220 eV
* 2S+1: 2
* net charge: 0
* orbital gap (spin up / spin down): 5.233 / 5.291 eV
* energy above the lowest of the compared OMol25 structures with the same formula, charge and spin: 49.1 kcal per mole

Element x y z (Å)
Ir (-0.2624, -0.5903, -0.9293)
C (2.1512, 2.9143, -2.0330)
C (1.9989, 2.0224, -0.8301)
C (1.7142, 2.5654, 0.4172)
C (1.5909, 1.7555, 1.5398)
C (1.7757, 0.3858, 1.4383)
C (2.0854, -0.1752, 0.2025)
C (2.1682, 0.6390, -0.9303)
H (2.1448, 2.3356, -2.9559)
H (3.0929, 3.4649, -1.9851)
H (1.3470, 3.6523, -2.0827)
H (1.5870, 3.6390, 0.5101)
H (1.3586, 2.1947, 2.5022)
H (1.6934, -0.2425, 2.3152)
H (2.3444, -1.2220, 0.1228)
H (2.4764, 0.2128, -1.8781)
Se (-0.7449, 2.1572, -4.9523)
N (-1.5563, 3.4936, -4.1266)
C (-1.5862, 3.1690, -2.8484)
C (-2.1447, 3.9764, -1.8128)
C (-2.0689, 3.5013, -0.5482)
C (-1.4566, 2.2354, -0.2844)
N (-0.9495, 1.4519, -1.1915)
C (-0.9919, 1.8985, -2.4995)
N (-0.4794, 1.2006, -3.4918)
H (-2.5970, 4.9279, -2.0563)
H (-2.4654, 4.0640, 0.2857)
H (-1.3762, 1.8756, 0.7328)
C (1.0021, -3.5803, 2.2058)
N (-0.1721, -4.3340, 1.8033)
C (-1.1317, -4.4029, 2.8851)
C (-0.7936, -3.7365, 0.6201)
C (0.1523, -3.6784, -0.5562)
C (0.7342, -4.8857, -0.9447)
C (1.6771, -4.9440, -1.9560)
C (2.0446, -3.7672, -2.5928)
C (1.4563, -2.5696, -2.2147)
C (0.4892, -2.4724, -1.1971)
H (1.3973, -3.9898, 3.1368)
H (0.7730, -2.5102, 2.3599)
H (1.7734, -3.6500, 1.4395)
H (-0.6866, -4.8960, 3.7505)
H (-2.0030, -4.9793, 2.5712)
H (-1.4865, -3.4045, 3.2020)
H (-1.1436, -2.7180, 0.8467)
H (-1.6689, -4.3452, 0.3699)
H (0.4540, -5.7892, -0.4138)
H (2.1221, -5.8896, -2.2396)
H (2.7816, -3.7815, -3.3877)
H (1.7416, -1.6746, -2.7611)
F (1.1167, 1.7531, 6.8562)
C (0.3607, 1.3139, 5.8317)
C (-0.4095, 2.2269, 5.1297)
C (-1.1794, 1.7754, 4.0791)
C (-1.1988, 0.4078, 3.7067)
C (-1.9557, -0.0408, 2.6176)
C (-0.4017, -0.4834, 4.4708)
C (0.3733, -0.0371, 5.5185)
H (-0.3935, 3.2693, 5.4185)
H (-1.7888, 2.4776, 3.5218)
H (-2.5517, 0.6547, 2.0453)
H (-1.9665, -1.0779, 2.3170)
H (-0.4048, -1.5346, 4.2139)
H (0.9851, -0.7134, 6.1003)
C (-1.9778, -1.2145, -0.9178)
H (-2.3570, -2.1065, -1.4252)
H (-2.7735, -0.6734, -0.3849)

Mulliken population analysis, charges in e, atoms 1 to 8: number 1, Ir, carries 0.374; number 2, C, carries -1.742; number 3, C, carries 0.868; number 4, C, carries -0.232; number 5, C, carries -0.642; number 6, C, carries -0.217; number 7, C, carries -1.306; number 8, C, carries -0.604

(3)
# C29H31IN6Nd

A structure of composition C29H31IN6Nd (ωB97M-V with the def2-TZVPD basis set, the Open Molecules 2025 dataset).

Summary:
* <S²>: 3.7525
* E_tot: -2310.5589 Eh
* F_max: 0.55 eV/A
* E_LUMO (spin up / spin down): -8.7647 / -8.6273 eV
* 2S+1: 4
* net charge: +3
* orbital gap (spin up / spin down): 7.481 / 7.619 eV
* energy above the lowest of the compared OMol25 structures with the same formula, charge and spin: 0.0 kcal per mole

Element x y z (Å)
Nd (-0.1619, -0.1757, -0.5199)
C (-2.7256, -0.0507, 1.9883)
C (-2.8434, -1.4927, 1.5176)
C (-1.6072, -2.3208, 1.7370)
C (-1.5473, -3.2235, 2.7856)
C (-0.4388, -4.0441, 2.9297)
C (0.5946, -3.9543, 2.0072)
C (0.4885, -3.0142, 1.0100)
N (-0.5719, -2.1901, 0.8772)
N (-1.8175, 0.8346, 1.1767)
C (-1.0362, 1.6885, 2.1013)
C (0.0347, 2.5042, 1.4216)
C (0.5979, 3.5628, 2.1126)
C (1.5828, 4.3155, 1.4980)
C (1.9665, 3.9946, 0.2009)
C (1.3641, 2.9216, -0.4144)
N (0.4204, 2.1666, 0.1832)
C (-2.6312, 1.7006, 0.2760)
C (-3.2959, 0.8967, -0.8109)
C (-4.6186, 1.0883, -1.1541)
C (-5.1705, 0.3196, -2.1710)
C (-4.3885, -0.6334, -2.8050)
C (-3.0775, -0.7716, -2.3998)
N (-2.5291, -0.0211, -1.4310)
H (-2.3605, -0.0401, 3.0148)
H (-3.7165, 0.4066, 2.0109)
H (-3.1453, -1.5439, 0.4717)
H (-3.6616, -1.9446, 2.0782)
H (-2.3872, -3.3045, 3.4636)
H (-0.3912, -4.7596, 3.7413)
H (1.4636, -4.5952, 2.0586)
H (1.2886, -2.8992, 0.2873)
H (-0.5817, 1.0421, 2.8549)
H (-1.6942, 2.3757, 2.6429)
H (0.2491, 3.8053, 3.1086)
H (2.0346, 5.1531, 2.0144)
H (2.7116, 4.5744, -0.3266)
H (1.6339, 2.6465, -1.4241)
H (-1.9798, 2.4543, -0.1669)
H (-3.3836, 2.2399, 0.8562)
H (-5.2137, 1.8243, -0.6288)
H (-6.2062, 0.4555, -2.4563)
H (-4.7833, -1.2606, -3.5922)
H (-2.4439, -1.5192, -2.8631)
C (4.5220, -0.7999, -2.6486)
C (3.0336, -0.5965, -2.7528)
C (2.1549, -1.6764, -2.5854)
C (0.8008, -1.5363, -2.8462)
C (0.2803, -0.2986, -3.2361)
C (1.1259, 0.7977, -3.3302)
C (2.4918, 0.6438, -3.0846)
H (4.8966, -1.2149, -3.5867)
H (4.7810, -1.5082, -1.8602)
H (5.0546, 0.1398, -2.4903)
H (2.5541, -2.6505, -2.3262)
H (0.1653, -2.4171, -2.8238)
H (-0.7472, -0.2089, -3.5639)
H (0.7391, 1.7523, -3.6675)
H (3.1538, 1.4930, -3.2202)
I (3.7271, -0.3820, 4.5279)
C (3.3060, -0.2191, 2.5396)
C (4.1605, 0.0973, 1.5048)
N (3.4354, 0.1002, 0.3730)
N (2.1505, -0.2265, 0.5897)
C (2.0759, -0.4125, 1.9124)
H (5.2172, 0.3185, 1.4935)
H (3.7555, 0.2912, -0.5613)
H (1.1439, -0.6985, 2.3808)

Mulliken population analysis, charges in e, atoms 1 to 8: number 1, Nd, carries 0.988; number 2, C, carries -0.942; number 3, C, carries -0.950; number 4, C, carries 0.639; number 5, C, carries -0.791; number 6, C, carries -0.489; number 7, C, carries -0.953; number 8, C, carries -0.001